DFT (ωB97M-V/def2-TZVPD) results for a structure of composition C9H18FGaNO3 at a distorted geometry.

Each line ends with the natural charge from an NBO analysis.
Geometry (Å):
Ga 0.22865 -0.82434 -0.45249  1.041
F -0.06875 2.91051 -0.67969  -0.403
O -1.35196 -0.65643 -1.62103  -0.751
O 0.14302 3.87884 2.55456  -0.515
O 0.39336 -5.88915 -0.63053  -0.547
N -1.31414 -1.97046 -3.60297  -0.634
C 1.27035 0.93841 -0.64291  -0.936
C -1.32266 -5.66176 -2.25774  -0.729
C 0.09769 -5.88790 -1.80175  0.602
C 1.14224 -6.11184 -2.86816  -0.720
C -0.14644 4.91400 3.09433  0.589
C 0.57010 6.20418 2.76525  -0.719
C -1.16895 -1.28198 -2.66600  0.580
C -1.24493 4.98584 4.13102  -0.720
C 0.57487 2.01322 0.18756  0.057
H -0.21053 1.59268 0.79667  0.157
H 1.32788 6.01121 2.01011  0.239
H -0.13879 6.93736 2.37737  0.224
H 1.05128 6.60431 3.65966  0.219
H -0.37828 -0.89597 1.03579  -0.353
H 1.18666 -5.24567 -3.52991  0.243
H 1.22617 1.24220 -1.68189  0.225
H 0.89973 -7.00378 -3.44966  0.213
H 2.11239 -6.24857 -2.39645  0.226
H -1.67330 3.99636 4.26924  0.239
H -1.96488 -5.51623 -1.39326  0.231
H -0.83973 5.33487 5.08254  0.220
H -1.37614 -4.77268 -2.89158  0.270
H 2.30513 0.81290 -0.34581  0.202
H 1.26539 2.56291 0.80668  0.151
H 1.09708 -2.10467 -0.84338  -0.334
H -1.66405 -6.53757 -2.81518  0.209
H -2.02844 5.66921 3.79957  0.224

Output
LUMO level = 0.0932 Ha
total charge = -1
frontier orbital gap = 0.2769 hartree

***

DFT (ωB97M-V/def2-TZVPD) results for an isolated molecule of C4H7NO2S3 at a distorted geometry.

Each line ends with the natural charge from an NBO analysis.
Geometry (Å):
S 0.96198 -1.40194 0.27610  0.312
S -1.49655 1.92835 0.92362  2.205
S -0.60811 -0.21774 2.56098  0.319
O -1.17427 3.35132 0.76334  -0.906
O -2.79422 1.60060 0.35675  -0.915
N -0.27758 0.95553 0.17687  -0.692
C 0.00782 -0.07466 0.90869  -0.051
C -1.43047 1.38104 2.65764  -0.834
C 1.69343 -2.08971 -2.29257  -0.624
C 1.12655 -0.93548 -1.51269  -0.504
H -0.90213 2.13763 3.27989  0.271
H 1.53724 -1.91642 -3.37380  0.230
H -2.48273 1.30685 3.05676  0.288
H 1.78918 -0.06316 -1.66486  0.233
H 1.16842 -3.01304 -2.05802  0.214
H 0.13090 -0.69086 -1.96590  0.242
H 2.75052 -2.25832 -2.09279  0.214

Output
ΔE to the lowest compared entry with this formula, charge and spin = 0.0361 eV
SMILES = CCSC1=NS(=O)(=O)CS1
LUMO level = 0.0133 Ha
total charge = 0
frontier orbital gap = 0.3782 hartree

***

DFT (ωB97M-V/def2-TZVPD) results for a cluster of 2 separate species, C4H5N3 in total at a distorted geometry.

Each line ends with the natural charge from an NBO analysis.
Geometry (Å):
N -1.87122 -0.11217 0.15054  -0.373
N 0.16106 0.90508 0.05838  -0.509
N 2.41808 0.50639 0.96579  -0.778
C -1.16829 0.87718 0.54287  0.222
C 2.46603 -0.67695 0.99076  0.170
C 0.29359 -0.14382 -0.67423  0.201
C -0.98017 -0.89511 -0.68897  -0.366
H 1.24486 -0.41201 -1.12948  0.242
H -1.36922 -1.00788 -1.70510  0.259
H 1.45574 1.13365 0.63726  0.452
H -0.84542 -1.90116 -0.26842  0.272
H -1.50442 1.66552 1.20984  0.208

Output
ΔE to the lowest compared entry with this formula, charge and spin = 3.3025 eV
LUMO level = -0.0141 Ha
total charge = 0
frontier orbital gap = 0.3760 hartree

***

DFT (ωB97M-V/def2-TZVPD) results for the ion C7H7N2O4S2 with charge +1 at a distorted geometry.

Each line ends with the natural charge from an NBO analysis.
Geometry (Å):
S -1.22537 1.51866 1.53441  0.754
S -2.20817 -0.50184 3.39266  0.526
O 0.28031 1.60193 0.75280  -0.472
O -0.27579 3.60180 -1.31710  -0.486
O -0.42563 -3.47248 1.60334  -0.653
O 1.17593 -0.67646 -0.53793  -0.610
N -0.52318 -1.16795 1.55633  -0.516
N 0.48406 1.49220 -0.65219  -0.204
C -1.79694 -2.22619 3.19248  -0.474
C -1.07592 -0.09342 2.09360  -0.107
C 0.32267 2.59747 -1.58167  0.688
C -0.93819 -2.39695 2.14859  0.470
C 0.96212 0.32718 -1.15594  0.688
C 1.25234 0.57459 -2.58516  -0.508
C 1.13534 2.15337 -2.81341  -0.497
H 0.73068 2.52105 -3.76955  0.273
H 2.14497 2.63611 -2.66807  0.268
H 2.05921 -0.12244 -2.87802  0.281
H -0.08977 -4.20990 2.22351  0.539
H 0.34624 0.06658 -3.03637  0.256
H -2.41146 -2.97018 3.77606  0.292
H 0.07654 -1.25315 0.72164  0.490

Output
ΔE to the lowest compared entry with this formula, charge and spin = 1.0369 eV
LUMO level = -0.1672 Ha
total charge = +1
frontier orbital gap = 0.3098 hartree

***

DFT (ωB97M-V/def2-TZVPD) results for a structure of composition C12H15Cl5N3ORhS at a distorted geometry.

Each line ends with the natural charge from an NBO analysis.
Geometry (Å):
Rh 0.44440 -0.78383 0.62632  0.955
Cl 3.11465 3.70772 1.64396  0.071
Cl 2.26996 2.82959 -3.62176  0.060
Cl 0.86540 0.16158 -2.97332  -0.007
Cl 3.42988 4.61820 -1.35410  0.066
Cl 1.57847 0.98753 2.24285  0.105
S 4.14367 -2.54226 2.78444  -0.207
O -1.25856 0.17603 0.70566  -0.804
N -0.67349 -2.23435 1.78841  -0.787
N 2.11651 -1.96213 0.96092  -0.699
N 0.00285 -1.97793 -0.89578  -0.654
C -1.41502 -3.00303 0.77516  -0.239
C 2.51611 2.74381 0.35846  -0.120
C -3.27565 0.78194 -0.39650  -0.615
C 1.49084 1.12366 -1.65996  -0.084
C 1.35703 0.69709 -0.34984  -0.180
C 1.87572 1.54789 0.61208  0.015
C 2.12340 2.33012 -1.98192  -0.071
C -1.54353 2.51284 0.13936  -0.625
C 2.96902 -2.20478 1.73587  0.185
C 2.64256 3.13980 -0.97332  -0.092
C -0.45701 -3.28723 -0.36860  -0.246
C -1.78445 1.06153 -0.25543  0.096
H -1.31350 0.88904 -1.23561  0.140
H -0.48051 2.71509 0.26958  0.203
H -1.29608 -1.68522 2.37151  0.413
H -2.04694 2.72660 1.08475  0.208
H -0.07186 -2.81432 2.36363  0.402
H -3.44827 -0.25683 -0.68722  0.191
H -3.77618 0.95510 0.55835  0.207
H 0.42785 -3.80106 0.00660  0.231
H -1.84874 -3.92554 1.16476  0.207
H -1.92960 3.19529 -0.62119  0.206
H 0.83053 -2.07740 -1.47704  0.423
H -2.22668 -2.36251 0.42669  0.221
H -3.73352 1.42843 -1.14790  0.207
H -0.71027 -1.52243 -1.46136  0.407
H -0.90898 -3.88805 -1.15852  0.212

Output
ΔE to the lowest compared entry with this formula, charge and spin = 0.0000 eV
LUMO level = -0.0078 Ha
total charge = 0
frontier orbital gap = 0.2853 hartree

***

DFT (ωB97M-V/def2-TZVPD) results for a structure of composition C8H17ClINO3PTi at a distorted geometry.

Each line ends with the natural charge from an NBO analysis.
Geometry (Å):
I 2.15515 2.05531 0.59377  0.234
Ti -1.73170 -0.31778 0.48584  1.646
Cl -3.44010 0.98710 0.06354  -0.098
P -0.04053 0.58599 -1.79006  1.060
O -0.84619 -0.50568 2.27618  -0.777
O 3.10816 -0.69059 0.77817  -0.381
O 2.42294 -1.88730 -1.58121  -0.351
N -0.03504 -1.14143 4.26543  -0.643
C 1.73584 0.90635 -2.31113  -0.914
C 0.18141 -1.91738 -0.52178  -0.768
C 1.64857 -1.40105 -0.78990  0.457
C -0.85838 -0.34980 3.55435  0.747
C -0.82987 2.15087 -2.27955  -0.959
C -1.69259 0.67738 4.28379  -0.727
C -0.37821 -0.57081 -3.28557  -0.933
C 2.09898 -0.31406 0.20492  0.305
H 2.42472 0.07180 -2.04833  0.280
H 0.15143 -1.03679 5.23576  0.462
H -0.11306 -1.67089 0.55475  0.190
H -0.56860 -1.56804 -1.34061  0.271
H -1.76222 0.40096 5.33547  0.290
H -0.19677 0.00933 -4.21566  0.311
H -1.89506 2.05014 -2.02822  0.260
H -1.19559 1.65008 4.25356  0.299
H 0.29802 -1.46259 -3.26822  0.277
H -1.43961 -0.88296 -3.26119  0.255
H -2.71030 0.75922 3.91252  0.273
H 0.12555 -2.99674 -0.53799  0.334
H 2.05626 1.84980 -1.82166  0.275
H -0.67897 2.30234 -3.36162  0.308
H 0.58376 -1.72446 3.73345  0.429
H 1.75848 1.04011 -3.40000  0.302
H -0.33648 2.94158 -1.68881  0.287

Output
LUMO level (alpha / beta) = -0.5451 / -0.5451 Ha
total charge = +3
frontier orbital gap (alpha / beta) = 0.1608 / 0.1608 hartree

***

DFT (ωB97M-V/def2-TZVPD) results for a cluster of 2 separate species, C2H7N2S in total at a distorted geometry.

Each line ends with the natural charge from an NBO analysis.
Geometry (Å):
S 1.56457 0.92265 3.19105  -1.077
N -0.18469 -0.79882 0.16640  -0.405
N -1.10483 -0.66835 -2.07378  -0.871
C 0.52361 0.46159 0.06674  -0.470
C -0.83708 -1.24549 -0.81523  0.237
H 0.52398 0.92541 -0.92753  0.125
H 1.56770 0.32050 0.35100  0.239
H 0.15720 1.14895 0.82959  0.257
H -1.38412 -2.17600 -0.66068  0.145
H -2.09194 -0.51687 -2.22997  0.367
H -0.61898 0.18857 -2.28737  0.369
H 1.88458 1.43785 4.38979  0.085

Output
ΔE to the lowest compared entry with this formula, charge and spin = 0.8706 eV
LUMO level = 0.1279 Ha
total charge = -1
frontier orbital gap = 0.2152 hartree

***

DFT (ωB97M-V/def2-TZVPD) results for a cluster of 2 separate species, CH3I2NS2 in total at a distorted geometry.

Each line ends with the natural charge from an NBO analysis.
Geometry (Å):
I 0.90532 -3.70757 0.80328  -0.069
I 1.97901 -2.67297 -3.44628  0.142
S -0.32137 -2.57340 -1.01429  0.833
S 1.15859 -0.51535 -3.89274  -0.545
N -0.63974 -1.11343 -0.78081  -0.616
C -0.32730 0.03458 -0.00785  -0.471
H -0.69651 -0.10395 1.01235  0.230
H 0.71368 0.43180 -0.21990  0.263
H -1.07907 0.81159 -0.33999  0.233

Output
ΔE to the lowest compared entry with this formula, charge and spin = 2.6341 eV
LUMO level (alpha / beta) = -0.1041 / -0.1041 Ha
total charge = 0
frontier orbital gap (alpha / beta) = 0.1745 / 0.1744 hartree

***

Question: Number 6 is which compound?
Answer: C8H17ClINO3PTi

***

Question: The highest total charge belongs to which entry?
Answer: C8H17ClINO3PTi